{"formula": "C22H26N2O4S", "method": "wB97M-V/def2-TZVPD", "total_charge": 0, "fmax_ha_per_bohr": 0.031, "total_energy_ev": -45242.3496, "relative_energy_kj_mol": 105.5, "symbols": ["C", "C", "C", "C", "C", "C", "C", "N", "C", "O", "C", "H", "H", "S", "O", "C", "C", "O", "N", "C", "H", "H", "C", "C", "C", "C", "C", "C", "C", "C", "C", "O", "H", "H", "H", "H", "H", "H", "H", "H", "H", "H", "H", "H", "H", "C", "H", "H", "H", "H", "H", "H", "H", "H", "H"], "xyz": [[-5.320, -1.826, 0.192], [-5.387, -0.332, 0.264], [-6.550, 0.290, 0.699], [-6.625, 1.664, 0.823], [-5.523, 2.444, 0.519], [-4.350, 1.862, 0.068], [-4.295, 0.470, -0.073], [-3.074, -0.088, -0.516], [-2.903, -0.918, -1.567], [-3.794, -1.371, -2.256], [-1.449, -1.270, -1.819], [-1.329, -1.578, -2.857], [-0.765, -0.456, -1.591], [-0.913, -2.760, -0.843], [0.526, -2.866, -1.087], [-1.022, -1.992, 0.870], [-0.119, -0.792, 0.893], [-0.539, 0.347, 0.718], [1.176, -1.081, 1.065], [2.223, -0.104, 0.889], [2.658, 0.153, 1.861], [1.786, 0.798, 0.458], [3.314, -0.701, -0.028], [4.315, 0.359, -0.420], [3.901, 1.438, -1.194], [4.791, 2.431, -1.551], [6.112, 2.356, -1.136], [6.532, 1.281, -0.377], [5.643, 0.275, -0.016], [6.106, -0.914, 0.777], [4.919, -1.549, 1.495], [3.880, -1.842, 0.588], [4.567, -0.878, 2.292], [5.193, -2.508, 1.940], [6.540, -1.648, 0.091], [6.874, -0.625, 1.496], [7.562, 1.211, -0.058], [6.812, 3.131, -1.410], [4.459, 3.263, -2.154], [2.875, 1.491, -1.527], [2.821, -1.096, -0.926], [1.485, -2.044, 1.031], [-0.691, -2.771, 1.553], [-2.059, -1.729, 1.054], [-2.239, 0.328, -0.100], [-3.156, 2.700, -0.277], [-2.306, 2.451, 0.359], [-2.860, 2.532, -1.313], [-3.383, 3.755, -0.149], [-5.576, 3.517, 0.625], [-7.538, 2.128, 1.165], [-7.406, -0.318, 0.953], [-5.270, -2.148, -0.848], [-4.430, -2.200, 0.698], [-6.198, -2.268, 0.656]], "atomic_forces_ev_per_a": [[-0.07, -0.03, -0.15], [0.06, -0.02, -0.02], [0.01, 0.05, -0.01], [-0.04, 0.03, 0.02], [-0.01, -0.04, 0.02], [0.00, -0.09, -0.05], [-0.47, 0.13, 0.02], [0.08, 0.39, 0.36], [0.10, -0.01, -0.20], [-0.02, -0.04, -0.16], [0.05, -0.56, 0.19], [-0.04, -0.06, 0.09], [0.09, -0.03, 0.09], [-1.10, 1.00, 0.51], [1.18, -0.38, -0.39], [-0.15, -0.25, -0.69], [0.12, -0.37, 0.19], [-0.10, 0.42, -0.04], [0.21, -0.10, 0.13], [0.30, 0.02, -0.15], [0.01, 0.10, -0.13], [0.09, -0.10, 0.06], [-0.49, 0.29, -0.06], [0.14, -0.08, 0.06], [0.05, -0.04, 0.04], [-0.07, 0.05, -0.06], [0.09, 0.03, 0.00], [-0.06, 0.02, -0.03], [-0.01, -0.01, 0.00], [-0.33, -0.21, 0.03], [0.44, 0.02, 0.23], [-0.08, -0.12, -0.18], [0.03, -0.08, -0.03], [-0.01, 0.14, 0.04], [0.04, -0.03, 0.09], [0.01, -0.02, 0.01], [0.12, 0.00, 0.04], [0.06, 0.07, -0.02], [-0.03, 0.07, -0.05], [-0.15, 0.03, -0.04], [0.03, 0.12, 0.13], [-0.22, 0.02, 0.00], [-0.01, -0.10, -0.06], [0.02, 0.03, 0.08], [0.06, -0.26, -0.10], [-0.03, -0.01, 0.02], [0.11, 0.06, -0.01], [0.09, 0.02, -0.06], [0.02, 0.06, 0.00], [0.02, 0.11, 0.00], [-0.08, 0.04, 0.03], [-0.07, -0.08, 0.03], [-0.01, -0.08, 0.07], [0.06, -0.08, 0.03], [-0.02, -0.04, 0.10]], "nbo_charge": [-0.642, -0.016, -0.208, -0.206, -0.209, -0.037, 0.190, -0.673, 0.658, -0.609, -0.698, 0.261, 0.245, 1.294, -0.985, -0.692, 0.670, -0.677, -0.585, -0.247, 0.199, 0.236, 0.077, -0.093, -0.191, -0.212, -0.204, -0.229, 0.074, -0.471, -0.062, -0.528, 0.159, 0.198, 0.221, 0.218, 0.209, 0.214, 0.215, 0.210, 0.220, 0.425, 0.243, 0.258, 0.448, -0.637, 0.227, 0.220, 0.219, 0.207, 0.212, 0.207, 0.258, 0.201, 0.213]}